1.
{"formula": "C8H15N4", "method": "ωB97M-V with the def2-TZVPD basis set", "multiplicity": 1, "homo_energy_ev": -13.31, "smiles": "CC(C)[C@@H]1[NH2+]CCn2ncnc21", "charge": 1, "total_energy_ev": -14491.1324, "gap_ev": 9.7, "fmax_ev_per_a": 5.29, "elements": ["C", "C", "C", "C", "N", "C", "C", "N", "N", "C", "N", "C", "H", "H", "H", "H", "H", "H", "H", "H", "H", "H", "H", "H", "H", "H", "H"], "xyz": [[-2.373256, -1.192039, 0.222069], [-1.326302, -0.205954, -0.386238], [-1.726441, 1.244936, -0.309110], [0.008535, -0.452652, 0.335881], [0.723133, 0.880713, 0.532768], [2.118347, 0.799389, 0.777501], [2.863529, 0.274126, -0.489297], [2.189620, -0.891349, -1.055317], [2.725554, -1.726650, -1.905718], [1.818073, -2.670394, -2.096431], [0.676833, -2.456795, -1.363893], [0.959008, -1.374196, -0.704859], [-3.442607, -0.891711, -0.025337], [-2.281462, -1.053049, 1.270771], [-2.288302, -2.193469, -0.059655], [-1.307746, -0.532970, -1.398775], [-2.051123, 1.627194, 0.644050], [-2.619160, 1.128845, -0.964500], [-1.012358, 1.892184, -0.794060], [0.031558, -0.922029, 1.276277], [0.362661, 1.420204, 1.386805], [0.502484, 1.443270, -0.248700], [2.537277, 0.191030, 1.585381], [2.521672, 1.707640, 0.904073], [2.874211, 1.113314, -1.251405], [3.818099, -0.039261, -0.195066], [2.009944, -3.285527, -2.954897]], "atomic_forces_ev_per_a": [[-1.535, 2.978, -0.145], [-0.389, -1.516, 1.970], [-2.008, -1.083, -1.556], [2.063, -1.333, -3.936], [-1.347, -0.518, 3.355], [2.933, -3.858, -2.126], [-2.001, 1.028, -1.066], [-1.574, 0.151, 1.772], [1.087, -0.604, -1.206], [0.305, 1.770, -0.013], [-0.135, -0.362, -0.070], [-0.553, 2.717, 1.914], [1.345, -0.168, 0.066], [-0.213, -0.398, 1.211], [0.649, -1.518, -0.454], [0.819, 0.207, -1.004], [0.033, 0.040, 0.479], [0.338, 1.284, 0.428], [-0.214, 0.536, -0.338], [-0.514, -0.612, 1.215], [-0.262, -1.101, -1.528], [0.070, 0.939, -1.183], [-1.434, -0.172, 0.373], [1.085, 3.640, 0.709], [0.344, -1.081, 0.655], [1.597, -0.064, 0.141], [-0.489, -0.899, 0.338]]}

---

2.
{"formula": "C8H14N2", "method": "ωB97M-V with the def2-TZVPD basis set", "multiplicity": 1, "homo_energy_ev": -8.98, "smiles": "C=C(C)[C@](C)(C#N)N(C)C", "total_energy_ev": -11500.5317, "gap_ev": 9.7, "fmax_ev_per_a": 4.40, "elements": ["C", "C", "C", "C", "C", "C", "N", "N", "C", "C", "H", "H", "H", "H", "H", "H", "H", "H", "H", "H", "H", "H", "H", "H"], "xyz": [[2.169601, 1.329671, 0.737741], [1.346058, 0.674662, -0.113352], [1.556820, 0.603912, -1.634069], [0.175570, -0.445616, 0.388017], [-0.208530, -0.332197, 1.991506], [0.835187, -1.725222, 0.080825], [1.420445, -2.665603, -0.154373], [-0.945434, -0.340535, -0.512127], [-1.567047, 1.028755, -0.620336], [-1.968898, -1.371021, -0.330226], [2.273993, 1.182352, 1.847718], [2.880542, 2.001681, 0.299942], [2.222449, -0.176181, -1.804471], [0.517566, 0.376402, -2.139814], [1.942581, 1.549855, -1.913791], [-0.909771, 0.578486, 2.081555], [-0.741362, -1.197055, 2.095956], [0.729099, -0.292746, 2.612227], [-2.183544, 1.463843, 0.154495], [-0.727024, 1.683184, -0.662379], [-2.049183, 1.023657, -1.611004], [-1.584714, -2.374732, -0.201210], [-2.480865, -1.244897, 0.615885], [-2.703543, -1.330665, -1.208719]], "atomic_forces_ev_per_a": [[-1.015, -1.140, 0.063], [-0.679, -1.639, 1.295], [-3.830, 0.728, 1.216], [1.733, 2.224, 0.969], [1.662, 3.006, -2.741], [-0.870, 1.750, 0.907], [0.996, -1.850, -0.455], [-1.505, 0.715, 0.268], [1.217, -1.430, -1.112], [-0.787, 0.344, -0.731], [-0.664, 0.228, -1.315], [0.432, 0.223, -0.133], [1.191, -1.355, -0.624], [2.287, 0.504, 0.788], [0.479, 0.788, -0.777], [1.364, -1.356, 0.148], [-1.411, -2.226, 1.129], [-1.243, 0.031, -0.539], [-0.597, -0.675, 0.517], [0.594, 0.767, -0.327], [-0.172, 0.286, 0.563], [0.573, -0.218, -0.667], [-0.771, 0.425, 0.207], [1.017, -0.129, 1.351]]}

---

3.
{"formula": "C6H12O", "method": "ωB97M-V with the def2-TZVPD basis set", "multiplicity": 1, "homo_energy_ev": -7.62, "total_energy_ev": -8457.5784, "gap_ev": 8.5, "fmax_ev_per_a": 1.42, "elements": ["C", "C", "O", "C", "C", "C", "C", "H", "H", "H", "H", "H", "H", "H", "H", "H", "H", "H", "H"], "xyz": [[2.668351, 0.013047, -0.359966], [1.234100, -0.389809, 0.592675], [0.920077, -0.395647, 2.009372], [0.632233, 0.631499, -0.217809], [-1.338430, 1.167833, -0.863056], [-1.785964, 0.432876, 0.169946], [-2.034039, -1.047292, -0.022497], [2.518212, -0.092649, -1.461505], [3.406692, -0.740370, -0.070204], [3.079471, 1.006428, -0.176803], [1.226106, -1.429464, 0.298972], [-0.059977, -0.361006, 1.934236], [0.668687, 1.579720, 0.311869], [-1.007942, 0.746438, -1.810448], [-1.531730, 2.249925, -0.882411], [-2.436749, 0.917249, 0.912560], [-1.192831, -1.729500, -0.217748], [-2.666868, -1.075173, -0.909050], [-2.603315, -1.493132, 0.789599]], "atomic_forces_ev_per_a": [[0.029, -0.012, 0.699], [-0.484, 0.065, -1.338], [0.472, 0.284, -0.727], [0.258, 0.381, -0.413], [-0.078, 0.264, -0.726], [-0.990, -0.488, 0.003], [-0.221, -0.238, -0.160], [-0.316, -0.087, 1.172], [-0.141, 0.156, 0.295], [-0.117, -0.104, 0.158], [-0.441, -0.261, -0.458], [0.779, 0.165, 0.412], [0.254, 0.095, 0.371], [-0.502, 0.024, 0.279], [0.632, -0.404, 0.229], [0.836, -0.062, 0.042], [0.141, 0.612, 0.058], [-0.097, -0.495, -0.055], [-0.014, 0.105, 0.160]]}

---

4.
{"formula": "C23H24AuClN2OS6", "method": "ωB97M-V with the def2-TZVPD basis set", "multiplicity": 1, "homo_energy_ev": -1.32, "charge": -2, "total_energy_ev": -110496.4032, "gap_ev": 5.5, "fmax_ev_per_a": 3.74, "elements": ["Au", "C", "C", "N", "C", "C", "C", "S", "N", "C", "O", "C", "C", "C", "C", "C", "C", "H", "H", "H", "H", "H", "H", "H", "H", "H", "H", "H", "H", "H", "H", "H", "Cl", "C", "C", "C", "C", "C", "C", "C", "H", "H", "H", "H", "H", "H", "C", "S", "C", "C", "S", "S", "C", "S", "S", "H", "H", "H"], "xyz": [[10.818647, 13.768566, 10.185396], [9.030685, 9.505188, 13.977284], [8.073007, 10.700189, 14.139422], [8.686401, 11.978596, 13.727041], [9.102565, 12.914118, 14.807366], [7.983677, 13.883350, 15.264239], [8.824611, 12.200554, 12.383775], [9.374368, 13.850599, 12.035236], [8.472290, 11.262430, 11.524606], [8.478278, 11.333671, 10.188978], [8.896051, 12.248690, 9.401670], [7.877470, 10.124941, 9.557709], [7.338859, 9.075106, 10.311046], [6.827823, 7.952960, 9.668643], [6.765967, 7.889896, 8.276339], [7.340363, 8.926285, 7.516307], [7.869469, 10.039685, 8.144255], [8.533856, 8.558046, 14.193304], [9.907357, 9.609011, 14.634948], [9.376023, 9.524085, 12.936354], [7.804007, 10.784105, 15.183457], [7.189418, 10.507300, 13.530689], [9.998421, 13.514987, 14.503462], [9.404139, 12.276265, 15.635943], [7.819820, 14.621232, 14.460817], [8.332456, 14.440630, 16.111285], [7.051176, 13.346117, 15.476027], [7.315404, 9.121285, 11.411102], [6.438671, 7.142729, 10.272538], [6.256186, 7.093946, 7.776695], [7.328736, 8.887264, 6.421297], [8.317528, 10.878101, 7.569183], [12.577282, 8.777857, 5.654182], [12.470175, 10.196100, 6.551292], [11.590489, 11.233200, 6.161952], [11.462800, 12.410506, 6.890920], [12.321206, 12.645222, 7.976049], [12.268859, 13.895383, 8.731173], [13.173437, 11.615989, 8.401030], [13.255489, 10.397908, 7.722133], [10.970334, 11.076263, 5.279181], [10.647938, 13.102026, 6.627469], [11.966331, 14.763882, 8.128825], [13.168582, 14.113076, 9.305671], [13.771612, 11.765217, 9.296116], [13.948857, 9.599114, 8.039772], [5.500946, 16.139587, 10.163694], [5.172815, 16.417859, 8.431869], [6.408907, 17.510346, 8.070143], [7.814818, 17.231775, 8.224893], [8.533637, 15.841769, 8.774555], [8.862689, 18.590803, 7.763450], [7.622250, 19.745740, 7.272477], [7.977772, 21.219432, 6.686278], [5.995374, 19.119886, 7.472592], [4.798105, 15.399286, 10.514588], [5.404745, 17.096489, 10.689914], [6.512177, 15.717000, 10.260383]], "atomic_forces_ev_per_a": [[0.035, 0.192, 0.561], [0.313, 0.593, -0.215], [0.738, -0.119, -0.204], [-0.272, -0.781, 0.164], [0.022, 0.158, -0.601], [0.349, -0.378, -1.368], [0.615, 2.328, -0.464], [-0.339, -0.703, 0.105], [0.024, -0.225, 1.723], [0.984, 2.700, -2.398], [-1.310, -2.545, 2.085], [-0.303, -0.668, -0.835], [0.230, 0.041, 0.071], [-0.321, 0.089, -0.343], [0.659, 0.956, 0.180], [-0.519, -0.218, 0.001], [0.507, 0.448, 0.427], [-0.040, 0.000, 0.002], [-0.241, -0.033, -0.122], [-0.045, -0.256, 0.269], [-0.330, 0.166, 0.268], [-0.072, 0.176, 0.075], [-0.876, -0.715, -0.008], [0.007, -0.107, 0.191], [-0.129, -0.409, 0.207], [0.053, 0.191, 0.733], [0.185, 0.182, 0.078], [0.195, 0.129, -0.712], [-0.132, -0.057, -0.051], [-0.046, -0.563, -0.163], [-0.037, -0.065, 0.419], [-0.379, -0.698, 0.572], [0.141, -1.457, -0.883], [0.062, 2.803, 1.925], [0.132, -0.745, 0.075], [0.082, -0.611, -0.398], [-0.229, 0.290, 0.470], [-0.124, 0.649, -0.057], [0.134, -0.857, -0.629], [-0.325, -0.190, -0.900], [0.052, -0.018, 0.192], [0.679, -0.104, 0.188], [0.205, -0.244, 0.035], [0.287, -0.046, -0.307], [-0.053, 0.036, -0.120], [-0.467, 0.502, -0.093], [0.427, 0.139, 0.352], [-0.941, -0.779, -0.257], [3.301, 0.826, -0.305], [-2.392, 0.852, -0.525], [0.408, -0.538, 0.037], [-1.270, 0.405, -0.147], [-0.401, -1.747, 0.623], [0.172, 1.222, -0.466], [1.209, 0.000, 0.118], [-0.375, -0.119, 0.233], [0.017, -0.346, 0.121], [-0.255, 0.268, 0.070]]}

---

5.
{"formula": "C20H15NNiO4PS2Se2", "method": "ωB97M-V with the def2-TZVPD basis set", "multiplicity": 1, "homo_energy_ev": [-4.91, -4.91], "charge": -1, "total_energy_ev": -233360.8450, "gap_ev": [7.1, 7.1], "fmax_ev_per_a": 1.09, "elements": ["Ni", "Se", "P", "Se", "C", "C", "C", "C", "C", "C", "C", "C", "C", "C", "C", "C", "H", "H", "H", "H", "H", "H", "H", "H", "H", "H", "O", "S", "O", "N", "C", "S", "C", "C", "C", "C", "C", "C", "H", "H", "H", "H", "O", "C", "O", "H"], "xyz": [[-0.336455, 0.547837, 0.118101], [1.782034, -0.135783, -0.761561], [1.935037, 2.015173, -0.620576], [-0.077714, 2.730903, -0.886149], [3.105288, 2.777060, -1.780954], [4.154004, 2.035283, -2.310865], [5.077746, 2.643946, -3.150313], [4.949616, 3.989596, -3.462663], [3.894617, 4.728790, -2.942014], [2.970306, 4.124664, -2.103952], [2.614906, 2.489514, 1.000331], [3.795016, 1.891658, 1.438341], [4.345830, 2.256260, 2.655060], [3.717942, 3.213687, 3.443823], [2.539527, 3.802379, 3.014155], [1.985494, 3.442797, 1.791151], [4.233838, 0.979379, -2.078896], [5.892217, 2.064244, -3.566450], [5.667264, 4.462968, -4.121293], [3.788468, 5.776008, -3.195906], [2.135765, 4.690799, -1.707431], [4.266881, 1.123880, 0.836628], [5.258370, 1.783839, 2.996465], [4.143308, 3.489307, 4.400819], [2.038888, 4.534831, 3.634592], [1.052714, 3.880644, 1.458388], [-5.056628, 0.080826, 3.175483], [-5.395871, 1.059056, 2.151643], [-6.333987, 2.072558, 2.590205], [-4.169267, 1.649826, 1.364408], [-3.945699, 0.945195, 0.128861], [-1.797894, 0.348249, 1.794209], [-5.169477, 0.117318, -0.237250], [-5.434803, -0.584300, -1.403871], [-6.645978, -1.253873, -1.510209], [-7.571570, -1.226572, -0.466684], [-7.295000, -0.533936, 0.702679], [-6.084987, 0.132524, 0.791694], [-4.710051, -0.612372, -2.208262], [-6.876342, -1.803458, -2.414673], [-8.512777, -1.752607, -0.572242], [-7.998792, -0.506763, 1.525207], [-2.264100, -0.676284, -0.584085], [-2.717159, 0.061907, 0.258528], [-0.613616, -0.664674, 1.499608], [-3.704707, 1.647615, -0.680179]], "atomic_forces_ev_per_a": [[0.714, 0.693, 0.444], [0.071, -0.038, 0.035], [-0.186, -0.115, 0.081], [-0.198, 0.021, -0.059], [0.044, -0.067, -0.058], [-0.003, 0.018, -0.023], [-0.016, -0.002, 0.008], [-0.002, -0.006, 0.002], [-0.015, -0.011, 0.007], [0.045, -0.036, 0.006], [-0.017, 0.069, 0.020], [-0.003, 0.028, 0.006], [-0.006, 0.000, -0.002], [0.006, -0.008, -0.002], [-0.013, -0.015, -0.025], [0.030, -0.029, 0.022], [0.002, 0.005, -0.002], [-0.010, 0.005, 0.006], [-0.006, -0.005, 0.007], [-0.004, -0.011, 0.005], [-0.002, 0.010, 0.001], [0.000, 0.003, -0.004], [-0.008, 0.003, -0.003], [0.000, -0.002, -0.008], [0.002, -0.007, -0.010], [0.003, -0.002, -0.004], [0.022, 0.028, -0.003], [-0.084, -0.016, 0.058], [0.032, -0.020, 0.010], [0.203, -0.004, -0.128], [-0.032, 0.131, 0.342], [0.267, -0.102, -0.028], [0.047, 0.032, 0.032], [0.023, -0.012, 0.000], [-0.023, 0.001, 0.023], [0.012, -0.009, -0.033], [0.035, 0.021, 0.012], [-0.033, -0.026, -0.028], [-0.005, 0.001, 0.008], [-0.005, -0.004, -0.002], [0.003, -0.002, -0.005], [0.009, 0.000, -0.008], [-0.408, -0.171, 0.027], [-0.222, -0.279, -0.659], [-0.235, -0.052, -0.003], [-0.033, -0.020, -0.068]]}

---

6.
{"formula": "C6H11N3O", "method": "ωB97M-V with the def2-TZVPD basis set", "multiplicity": 1, "homo_energy_ev": -7.55, "total_energy_ev": -12912.9249, "gap_ev": 8.5, "fmax_ev_per_a": 5.87, "elements": ["C", "C", "C", "C", "C", "C", "N", "N", "N", "O", "H", "H", "H", "H", "H", "H", "H", "H", "H", "H", "H"], "xyz": [[-0.234101, 1.851875, 0.510159], [-1.438077, -2.026361, -0.446623], [-1.461827, -0.761164, -1.289960], [0.107725, -2.334533, -0.440124], [-0.261813, -0.035985, -0.739546], [1.409789, 2.636168, 2.049059], [0.929020, -0.207468, -1.403681], [0.667988, -0.998157, -0.201496], [0.852836, 1.671218, 1.121421], [-1.162257, 2.573527, 0.509027], [-1.675434, -1.876653, 0.526281], [-1.924912, -2.945954, -0.868482], [-1.315624, -0.895069, -2.316588], [-2.310423, -0.026633, -1.355316], [0.329783, -2.940292, 0.435841], [0.596797, -2.612567, -1.407322], [0.624706, 2.997432, 2.589313], [2.181511, 2.292416, 2.748305], [1.760923, 3.471337, 1.311087], [1.021024, -0.573859, -2.314590], [1.302364, 0.740724, 0.983236]], "atomic_forces_ev_per_a": [[-2.833, -3.942, -3.301], [1.563, -2.388, -4.304], [-1.408, 2.072, 1.219], [-0.619, 1.120, -0.336], [-0.626, 2.664, 1.487], [1.997, 1.325, -3.018], [2.308, 1.972, 0.979], [0.858, 0.336, 0.638], [3.524, -2.436, 1.637], [-0.491, 1.357, 0.071], [-1.140, 0.537, 2.920], [-0.193, 1.045, 0.415], [0.552, -0.932, -1.674], [0.130, -1.090, 0.993], [0.424, -0.390, -0.427], [-0.893, -0.798, 0.841], [-2.047, 1.287, 1.665], [-0.117, -0.259, -0.745], [-0.034, -1.030, 2.012], [-0.549, -1.368, -0.936], [-0.405, 0.919, -0.136]]}